Model one:
A gas-phase ion, C8H17N2O (charge +1), computed with wB97M-V/def2-TZVPD.

Structure (XYZ):
```
28
C8H17N2O | OMol25 | wB97M-V/def2-TZVPD
C -2.970 0.284 -1.052
C -3.522 -0.017 0.307
C -1.280 -1.231 0.360
C 0.081 -1.281 -0.335
C 0.629 1.063 -0.130
C -2.057 0.044 0.148
C 3.519 0.370 0.267
C 2.492 -0.482 -0.420
N -1.290 1.033 0.750
N 1.075 -0.298 0.198
O 1.438 1.942 0.399
H -2.756 -0.324 -1.925
H -3.046 1.468 -1.276
H -4.239 0.721 0.761
H -3.837 -0.988 0.544
H -1.810 -2.252 0.079
H -1.079 -1.302 1.373
H 0.470 -2.219 -0.166
H 0.019 -1.185 -1.367
H 0.391 1.344 -1.215
H 3.307 1.412 0.418
H 3.786 0.058 1.252
H 4.448 0.166 -0.245
H 2.772 -1.543 -0.278
H 2.319 -0.222 -1.438
H -1.302 1.928 0.326
H 1.105 -0.501 1.246
H 1.339 2.012 1.419
```

Charge: +1
HOMO (alpha / beta) in eV: -12.219 / -12.220
LUMO (alpha / beta) in eV: -3.32 / -3.32
Frontier orbital gap (alpha / beta) in eV: 8.9 / 8.9

Let us look at the natural (NBO) charges, expressed in e, one per atom: -0.429 -0.390 -0.392 -0.212 0.370 0.020 -0.664 -0.198 -0.586 -0.411 -0.683 0.231 0.220 0.254 0.224 0.248 0.218 0.222 0.218 0.231 0.254 0.226 0.253 0.236 0.219 0.359 0.448 0.515



Model two:
A gas-phase ion, C8H17N2O (charge +1), computed with wB97M-V/def2-TZVPD.

Structure (XYZ):
```
28
C8H17N2O | OMol25 | wB97M-V/def2-TZVPD
C -1.015 0.013 -1.048
C -0.255 0.348 0.336
C -0.398 -0.213 -3.536
C 0.043 1.331 2.777
C -0.343 -0.746 -2.336
C -0.870 0.928 1.666
C 2.444 -1.419 -1.332
C 0.257 -2.071 -1.961
N -2.130 1.025 1.881
N -0.767 1.670 3.938
O 1.206 -1.952 -0.914
H -1.862 -0.632 -0.800
H -1.407 0.951 -1.441
H 0.213 -0.600 0.640
H 0.584 1.007 0.091
H -0.019 -0.751 -4.388
H -0.839 0.748 -3.729
H 0.746 0.512 2.965
H 0.649 2.176 2.427
H 2.333 -0.400 -1.717
H 2.898 -2.043 -2.106
H 3.089 -1.413 -0.454
H 0.706 -2.552 -2.837
H -0.523 -2.726 -1.558
H -2.365 1.363 2.827
H -2.839 0.781 1.200
H -0.615 2.617 4.260
H -0.604 1.042 4.716
```

Charge: +1
HOMO in eV: -12.844
SMILES string: C=C(CCC(=[NH2+])CN)COC
LUMO in eV: -3.68
Frontier orbital gap in eV: 9.2

Let us look at the natural (NBO) charges, expressed in e, one per atom: -0.431 -0.499 -0.365 -0.322 0.008 0.501 -0.258 -0.115 -0.641 -0.859 -0.549 0.206 0.216 0.288 0.247 0.218 0.210 0.254 0.255 0.168 0.185 0.198 0.191 0.201 0.457 0.438 0.399 0.399



Most stable one: model two, least stable one: model one.



Model one:
A single C16H20N2O3 molecule, computed with wB97M-V/def2-TZVPD.

Structure (XYZ):
```
41
C16H20N2O3 | OMol25 | wB97M-V/def2-TZVPD
C -2.246 -2.790 0.624
H -1.873 -3.502 1.357
C -1.459 -1.488 0.704
H -0.406 -1.698 0.499
H -1.529 -1.079 1.714
C -1.956 -0.460 -0.324
N -0.936 0.560 -0.540
C -0.285 0.559 -1.717
O -0.578 -0.182 -2.639
C 0.906 1.516 -1.873
N 1.920 1.272 -0.883
C 2.516 0.061 -0.590
C 2.361 -1.213 -1.103
C 3.143 -2.211 -0.540
C 4.038 -1.946 0.487
C 4.196 -0.667 1.004
C 3.418 0.325 0.447
O 3.359 1.655 0.765
C 2.437 2.235 -0.045
O 2.117 3.392 -0.012
H 4.888 -0.452 1.801
H 4.628 -2.752 0.896
H 3.050 -3.220 -0.913
H 1.665 -1.417 -1.900
H 0.605 2.564 -1.788
H 1.313 1.345 -2.875
C -0.650 1.453 0.565
H -0.226 2.379 0.176
C -1.930 1.795 1.341
C -3.130 1.657 0.415
C -3.304 0.183 0.057
H -3.719 -0.343 0.918
H -4.013 0.085 -0.765
H -4.034 2.030 0.898
H -2.962 2.247 -0.488
H -2.058 1.124 2.192
H -1.849 2.810 1.730
H 0.088 0.999 1.239
H -2.053 -0.973 -1.286
H -2.148 -3.231 -0.365
H -3.303 -2.622 0.818
```

HOMO in eV: -8.635
SMILES string: CC[C@H]1CCCCN1C(=O)Cn1c(=O)oc2ccccc21
LUMO in eV: 0.75
Frontier orbital gap in eV: 9.4

Let us look at the natural (NBO) charges, expressed in e, one per atom: -0.604 0.213 -0.403 0.210 0.193 -0.061 -0.434 0.676 -0.636 -0.312 -0.442 0.167 -0.266 -0.207 -0.223 -0.230 0.232 -0.436 0.877 -0.610 0.231 0.219 0.219 0.244 0.256 0.234 -0.220 0.221 -0.413 -0.394 -0.408 0.200 0.217 0.215 0.201 0.198 0.222 0.194 0.251 0.207 0.202



Model two:
2 unconnected molecules or ions with the total composition C16H20N2O3, computed with wB97M-V/def2-TZVPD.

Structure (XYZ):
```
41
C16H20N2O3 | OMol25 | wB97M-V/def2-TZVPD
C -3.396 1.208 -4.897
C -2.796 1.391 -3.607
C -1.876 0.377 -3.252
C -1.264 0.473 -1.840
C -1.498 1.690 -0.917
C -2.450 2.450 -1.307
C -3.080 2.291 -2.479
H -3.583 3.185 -3.050
H -2.573 3.301 -0.790
N -0.998 1.606 0.311
C 0.446 1.205 0.409
O 1.370 1.154 -0.377
C 0.638 1.578 2.135
N 0.888 -0.046 2.379
H 0.872 0.013 3.430
C 2.204 -0.514 2.202
C 2.291 -1.848 2.468
C 1.373 -2.770 1.540
H 0.689 -3.263 1.885
C 2.282 -3.768 0.659
H 2.104 -3.740 -0.385
C 3.668 -3.138 0.781
H 4.531 -3.688 0.587
O 3.627 -2.540 2.090
H 3.953 -2.080 -0.223
H 2.365 -4.597 1.050
H 0.827 -1.931 0.943
H 2.255 -2.189 3.256
H 3.000 0.019 2.778
H 2.334 -0.221 1.074
C -0.674 1.829 2.500
C -1.591 1.908 1.444
O -2.908 1.992 1.445
H -0.671 2.954 3.102
H -1.088 1.230 3.474
H 1.424 1.957 2.102
H -0.449 -0.233 -1.563
H -1.737 -0.676 -3.663
H -4.370 1.339 -4.859
H -2.853 1.830 -5.536
H -3.284 0.261 -5.298
```

HOMO in eV: -8.398
LUMO in eV: 0.07
Frontier orbital gap in eV: 8.5

Let us look at the natural (NBO) charges, expressed in e, one per atom: -0.638 0.005 -0.224 -0.176 0.129 -0.213 -0.187 0.202 0.221 -0.474 0.758 -0.521 -0.082 -0.607 0.341 -0.293 0.140 -0.366 0.176 -0.428 0.217 0.033 0.194 -0.568 0.061 0.183 0.198 0.154 0.184 0.229 -0.518 0.638 -0.600 0.272 0.291 0.172 0.210 0.223 0.221 0.226 0.219



Most stable one: model one, least stable one: model two.



Model one:
2 unconnected molecules or ions with the total composition C5H13NP, computed with wB97M-V/def2-TZVPD.

Structure (XYZ):
```
20
C5H13NP | OMol25 | wB97M-V/def2-TZVPD
C -0.295 -0.013 1.371
C -1.152 -0.707 3.165
C -0.032 -0.301 -0.022
C 1.718 0.337 -1.608
C -0.420 1.344 -1.685
N 0.585 0.769 -0.811
P -0.476 -1.872 -0.781
H -0.215 1.036 1.589
H -0.413 -1.448 3.346
H -2.170 -1.181 3.034
H -1.152 0.207 3.746
H 2.298 1.078 -2.218
H 2.576 -0.040 -1.000
H 1.592 -0.476 -2.360
H -1.276 1.724 -0.950
H 0.107 2.152 -2.238
H -0.749 0.591 -2.349
H 0.821 1.530 -0.178
H -1.660 -2.143 -0.140
H 0.312 -2.587 0.087
```

Charge: +1
HOMO in eV: -13.431
LUMO in eV: -3.42
Frontier orbital gap in eV: 10.0

Let us look at the natural (NBO) charges, expressed in e, one per atom: -0.128 -0.429 -0.268 -0.492 -0.409 -0.390 0.313 0.154 0.217 0.233 0.221 0.263 0.254 0.269 0.245 0.236 0.237 0.446 0.016 0.014



Model two:
A gas-phase ion, C5H13NP (charge +1), computed with wB97M-V/def2-TZVPD.

Structure (XYZ):
```
20
C5H13NP | OMol25 | wB97M-V/def2-TZVPD
C -1.980 -0.224 -0.091
C -1.711 0.530 -1.210
C -2.021 0.392 1.273
C 2.526 -0.891 0.270
C 1.205 -0.099 0.298
N 1.128 1.024 -0.608
P -0.092 -1.361 -0.146
H -2.615 -1.101 -0.217
H -1.288 1.521 -1.118
H -3.052 0.642 1.514
H -1.679 -0.300 2.039
H -1.432 1.302 1.319
H 3.337 -0.261 0.628
H 2.471 -1.770 0.911
H 2.764 -1.215 -0.744
H 1.017 0.250 1.318
H 1.534 1.863 -0.213
H -1.879 0.164 -2.212
H 1.607 0.830 -1.481
H 0.161 -1.295 -1.530
```

Charge: +1
HOMO in eV: -13.441
LUMO in eV: -5.63
Frontier orbital gap in eV: 7.8

Let us look at the natural (NBO) charges, expressed in e, one per atom: -0.376 -0.063 -0.648 -0.644 -0.343 -0.857 0.781 0.273 0.244 0.260 0.237 0.229 0.253 0.235 0.220 0.236 0.389 0.229 0.375 -0.032



Most stable one: model two, least stable one: model one.



Model one:
A single C4H7ClN2 molecule, computed with wB97M-V/def2-TZVPD.

Structure (XYZ):
```
14
C4H7ClN2 | OMol25 | wB97M-V/def2-TZVPD
C 1.223 -1.310 0.452
C 0.864 0.801 0.492
C -0.040 -1.238 -0.302
C -1.159 1.016 -0.635
N 1.654 -0.303 1.084
N 0.139 0.355 -0.669
Cl -1.436 -1.764 0.758
H 1.675 -2.287 0.598
H 0.046 1.153 1.284
H 1.669 1.586 0.398
H -0.101 -1.679 -1.349
H -1.683 0.715 -1.500
H -1.818 0.846 0.254
H -1.032 2.109 -0.864
```

HOMO in eV: -9.800
SMILES string: CN1CN=C[C@H]1Cl
LUMO in eV: 0.61
Frontier orbital gap in eV: 10.4

Let us look at the natural (NBO) charges, expressed in e, one per atom: 0.043 -0.119 -0.114 -0.445 -0.334 -0.413 -0.058 0.193 0.174 0.219 0.244 0.204 0.196 0.210



Model two:
2 unconnected molecules or ions with the total composition C4H7ClN2, computed with wB97M-V/def2-TZVPD.

Structure (XYZ):
```
14
C4H7ClN2 | OMol25 | wB97M-V/def2-TZVPD
C -0.384 1.397 0.039
C -2.329 0.107 -0.201
C 1.123 -1.413 0.552
C 2.059 -1.051 -0.325
N 0.467 2.230 -0.195
N -0.891 0.308 0.053
Cl 3.351 -0.009 -0.022
H -2.788 1.017 -0.509
H -2.368 -0.688 -0.964
H -2.538 -0.397 0.735
H 1.131 -1.012 1.503
H 0.327 -2.172 0.352
H 0.591 3.090 0.213
H 2.250 -1.407 -1.231
```

HOMO in eV: -8.855
SMILES string: CN=C=N.C=CCl
LUMO in eV: 0.67
Frontier orbital gap in eV: 9.5

Let us look at the natural (NBO) charges, expressed in e, one per atom: 0.639 -0.421 -0.371 -0.233 -0.713 -0.506 -0.009 0.200 0.204 0.218 0.199 0.212 0.389 0.192



Model three:
A single C4H7ClN2 molecule, computed with wB97M-V/def2-TZVPD.

Structure (XYZ):
```
14
C4H7ClN2 | OMol25 | wB97M-V/def2-TZVPD
C 1.608 -0.297 -1.460
C 0.531 -0.085 -0.239
C -1.643 -0.914 -1.118
C 1.042 0.729 0.749
H 2.185 -1.432 -1.289
H 1.100 -0.337 -2.635
H 2.518 0.553 -1.677
H -1.155 0.177 0.531
H -2.713 -1.094 -0.853
H -0.315 -1.666 -2.392
H 1.982 1.280 0.472
N -0.844 -0.229 -0.260
N -1.361 -1.739 -2.134
Cl 0.154 1.159 2.177
```

HOMO in eV: -8.405
SMILES string: [H]/N=C\N/C(C)=C\Cl
LUMO in eV: 0.62
Frontier orbital gap in eV: 9.0

Let us look at the natural (NBO) charges, expressed in e, one per atom: -0.699 0.165 0.257 -0.313 0.246 0.236 0.258 0.406 0.193 0.319 0.232 -0.606 -0.684 -0.011



Model four:
2 unconnected molecules or ions with the total composition C4H7ClN2, computed with wB97M-V/def2-TZVPD.

Structure (XYZ):
```
14
C4H7ClN2 | OMol25 | wB97M-V/def2-TZVPD
C 0.097 0.377 0.222
C 1.365 -0.075 0.098
C -1.190 -0.740 -1.499
C 2.447 0.475 0.872
N -0.953 -0.004 -0.557
N -1.567 -1.215 -2.514
Cl -3.707 0.374 1.860
H -0.292 0.969 1.019
H 1.468 -0.848 -0.617
H -4.201 0.889 0.878
H 2.633 -0.270 1.673
H 2.270 1.544 1.179
H 3.318 0.713 0.292
H -1.689 -2.189 -2.907
```

HOMO in eV: -8.201
SMILES string: C/C=C/N=C=N.Cl
LUMO in eV: 0.88
Frontier orbital gap in eV: 9.1

Let us look at the natural (NBO) charges, expressed in e, one per atom: -0.015 -0.226 0.679 -0.653 -0.539 -0.734 -0.247 0.197 0.194 0.248 0.222 0.222 0.223 0.429



Most stable one: model one, least stable one: model three.